DFT (the ωB97M-V functional and the def2-TZVPD basis) results for 3 unconnected molecules or ions with the total composition C2H11NO2.

## Properties
**Frontier orbital gap**: 9.1 eV
**Charge**: 0
**Structure (SMILES)**: CNC.O.O
**HOMO level**: -8.56 eV
**LUMO energy**: 0.58 eV
**Energy relative to the best compared isomer or geometry (same formula, charge and spin)**: 26.6 kcal per mole

Each line ends with the natural charge from an NBO analysis.
Atoms and positions in Å:
C  -0.648  -1.056  1.238  -0.41
N  0.121  -1.845  0.290  -0.64
C  1.549  -1.928  0.518  -0.41
H  -0.521  -1.438  2.259  0.19
H  -0.345  0.004  1.274  0.16
H  -1.693  -1.144  0.958  0.19
H  -0.114  -1.607  -0.658  0.35
H  2.121  -1.226  -0.078  0.17
H  1.906  -2.946  0.344  0.19
H  1.750  -1.773  1.578  0.19
H  -2.891  1.320  -1.121  0.47
H  -4.199  1.801  -1.751  0.47
O  -3.252  1.971  -1.733  -0.94
H  1.568  3.390  -1.631  0.47
H  2.740  2.996  -0.754  0.47
O  1.909  3.480  -0.735  -0.93